Entry 1:
Density functional theory data (ωB97M-V with the def2-TZVPD basis set) for C13H42LiO22P as an isolated structure at a distorted geometry.

XYZ file:
```
79
Properties=species:S:1:pos:R:3
Li -1.6871 -0.8978 2.0513
C 0.9685 -0.7524 -0.2110
C 1.5832 0.4159 -0.6467
C 1.2586 1.7389 0.0042
O 1.7230 2.9143 -0.3895
C 0.4177 1.7796 1.0810
C -0.1941 0.5741 1.6659
C -0.0211 -0.7620 0.8782
O -0.7228 -1.7555 1.2090
O -0.9316 0.5870 2.6836
O 2.3941 0.2444 -1.6133
H 1.2369 -1.6754 -0.7034
H 0.2878 2.7654 1.5025
P -2.1750 -2.5540 3.1269
O -2.2547 -1.0526 3.5594
O -1.0156 -3.3074 3.8873
O -1.7649 -2.4891 1.6220
O -3.5841 -3.1278 3.4153
C -0.8274 0.4643 -1.5386
O -1.2361 -0.8975 -1.7352
C -2.6608 -1.0481 -1.8540
C -2.8064 -2.5192 -2.3321
O -4.0421 -2.7789 -3.0242
C -4.3156 -4.1177 -3.4643
H 0.2123 0.5638 -1.8507
H -0.8423 0.7044 -0.4755
H -1.4505 1.1800 -2.0749
H -2.9626 -0.3438 -2.6292
H -3.1894 -0.9086 -0.9110
H -2.7732 -3.1934 -1.4762
H -1.9152 -2.8262 -2.8794
H -3.9835 -4.8239 -2.7034
H -3.8475 -4.3595 -4.4185
H -5.4006 -4.2069 -3.5194
O 3.5034 -1.2400 -1.9795
H 2.8910 -0.6970 -1.4832
H 4.2609 -0.6738 -2.1273
O 1.8744 -1.9696 1.8024
H 1.6428 -1.0961 1.4869
H 2.8316 -1.9807 1.7974
O 2.1952 3.1210 -2.4019
H 1.9681 2.8853 -1.5024
H 2.1244 4.0753 -2.4251
O 0.1747 -1.5160 3.4400
H -0.2081 -0.6467 3.3218
H -0.4899 -2.0072 3.9230
O -0.2888 2.4882 -1.7709
H -0.8873 3.0453 -1.2732
H 0.5143 2.4736 -1.2504
O -1.5685 2.0848 3.3805
H -0.9980 1.4608 2.9317
H -2.1695 1.5388 3.8874
O -1.9204 2.3673 1.1017
H -2.0124 2.5184 2.0425
H -1.1197 1.8494 1.0190
O 1.2667 -3.3945 -0.0876
H 2.0128 -3.8503 -0.4772
H 0.8653 -2.9234 -0.8178
O 3.5743 1.4223 -2.8322
H 3.2180 0.8587 -2.1455
H 2.9613 2.1557 -2.8828
C 2.0489 1.7927 3.3086
O 3.1378 2.5695 3.7316
H 2.3225 1.2706 2.3917
H 1.8295 0.9306 3.9384
H 1.1250 2.3307 3.0960
H 3.1495 3.3672 3.1977
C 0.1457 4.5646 0.7362
O 1.3753 4.1502 1.3682
H -0.4650 3.6629 0.6907
H -0.4123 5.3058 1.3084
H 0.3851 4.9632 -0.2496
H 1.6575 3.3982 0.8424
C 0.9355 -2.4892 -2.7470
O -0.0032 -2.5943 -1.6888
H 0.5402 -2.1874 -3.7170
H 1.6260 -1.6801 -2.5094
H 1.4881 -3.4117 -2.9257
H -0.5809 -1.8276 -1.6855
```

Values from the calculation:
Net charge ... -4
DFT total energy ... -2523.327525 hartree
LUMO energy ... 7.318 eV
HOMO level ... 4.644 eV

Results of the Mulliken charge analysis, in e, for atoms 1 through 5:
1. Li 0.7456
2. C -0.4687
3. C -0.8795
4. C 1.6649
5. O -1.0499

***

Entry 2:
Density functional theory data (ωB97M-V with the def2-TZVPD basis set) for a 8-piece molecular cluster, C13H42N2O8 overall at a distorted geometry.

XYZ file:
```
65
Properties=species:S:1:pos:R:3
C -19.5725 -8.2803 -13.6596
C -20.1407 -7.6843 -12.4014
O -19.1818 -6.7285 -12.0477
H -19.3271 -7.5441 -14.4292
H -20.0783 -9.1351 -13.9989
H -18.6582 -8.7950 -13.3041
H -20.2893 -8.4891 -11.6364
H -21.0543 -7.1953 -12.5267
H -19.3694 -6.0206 -12.7112
C -22.3156 -1.2089 -11.1740
C -21.6529 -1.2793 -12.5031
O -20.5780 -0.3212 -12.6473
H -21.6655 -1.4735 -10.3460
H -23.1594 -1.7943 -11.1968
H -22.6577 -0.2592 -10.9749
H -22.3275 -0.9077 -13.2968
H -21.2428 -2.2796 -12.7546
H -20.5616 0.0030 -13.5802
C -18.0245 -4.7308 -17.5569
C -16.7177 -5.3757 -17.9253
O -16.7028 -6.6954 -17.3537
H -18.8839 -5.2483 -18.0595
H -18.0941 -3.7119 -17.8764
H -18.1562 -4.7173 -16.5181
H -15.9164 -4.7675 -17.5240
H -16.6050 -5.4107 -19.0575
H -15.8106 -6.8059 -17.0442
C -18.6433 -2.6981 -10.0693
C -18.0551 -1.9090 -11.2293
O -18.4669 -0.5710 -11.1693
H -19.7194 -2.8582 -10.1559
H -18.4443 -2.2790 -9.0879
H -18.3089 -3.7042 -9.9455
H -18.2313 -2.3747 -12.1929
H -16.9289 -1.9080 -11.2207
H -19.3133 -0.5133 -11.5761
C -16.3751 -4.7248 -12.9391
C -16.1175 -5.5215 -14.2407
O -16.9378 -6.6444 -14.4025
H -15.7847 -3.7867 -12.6613
H -16.2474 -5.3660 -12.0431
H -17.3990 -4.4663 -12.9332
H -15.0685 -5.8090 -14.3673
H -16.1906 -4.8115 -15.0159
H -17.0651 -6.7523 -15.3547
C -21.7385 -5.2084 -9.9780
O -21.5457 -4.3798 -11.0264
N -20.7495 -5.7857 -9.3245
N -22.8819 -5.4548 -9.4138
H -19.8059 -5.6349 -9.6135
H -20.8376 -6.3332 -8.4499
H -23.6860 -4.9471 -9.7999
H -22.9673 -6.2947 -8.6981
C -20.5361 -4.5943 -14.4680
O -19.8968 -4.3050 -13.2620
H -21.4680 -5.1124 -14.2967
H -19.9161 -5.0487 -15.2366
H -20.8348 -3.6881 -14.9695
H -20.5327 -4.2050 -12.5928
C -18.1461 -1.9791 -14.9390
O -18.3901 -1.4685 -16.2154
H -17.5605 -1.4007 -14.2821
H -17.9103 -3.0490 -14.9119
H -19.1691 -1.8957 -14.5258
H -17.5462 -1.4077 -16.7092
```

Values from the calculation:
Net charge ... 0
SMILES string ... NC(N)=O.CCO.CCO.CCO.CCO.CCO.CO.CO
Energy relative to the best compared isomer or geometry (same formula, charge and spin) ... 50.7 kcal per mole
DFT total energy ... -1231.806287 hartree
LUMO energy ... 0.341 eV
HOMO level ... -9.243 eV

Results of the Mulliken charge analysis, in e, for atoms 1 through 5:
1. C -0.9599
2. C -0.2259
3. O -0.4760
4. H 0.0804
5. H 0.5031

***

Entry 3:
Density functional theory data (ωB97M-V with the def2-TZVPD basis set) for a 10-piece molecular cluster, C13H42O11 overall at a distorted geometry.

XYZ file:
```
66
Properties=species:S:1:pos:R:3
C -18.7354 -6.6283 12.2009
O -18.9570 -6.0862 10.9007
H -17.7319 -7.1321 12.2656
H -18.7744 -5.8979 12.9805
H -19.4785 -7.3955 12.3209
H -18.5253 -5.2629 10.7003
C -12.2916 -4.6101 12.6306
O -12.0343 -4.1728 11.2408
H -12.1435 -5.6740 12.6979
H -11.6578 -4.0509 13.2817
H -13.2424 -4.2716 12.9676
H -12.6502 -3.4933 10.9790
C -16.4242 -0.3812 8.8393
O -15.9422 -1.4097 9.6751
H -15.6925 0.1877 8.2340
H -17.1186 -0.9032 8.1517
H -16.9260 0.4486 9.4431
H -14.9845 -1.3932 9.8360
C -13.4205 -3.9423 7.2443
O -12.3427 -3.1934 7.8961
H -14.3624 -3.4352 7.4196
H -13.2080 -3.8834 6.1506
H -13.4661 -4.9649 7.6640
H -11.5772 -3.8203 8.0713
C -11.7890 -0.2353 5.7870
O -12.5552 -0.0795 6.9302
H -11.8604 0.6876 5.2152
H -10.6592 -0.3877 5.8800
H -12.2039 -0.9953 5.1444
H -12.5912 -0.9279 7.4149
C -12.2523 -0.7954 10.0975
O -13.2441 -1.7571 9.9156
H -11.5987 -0.6389 9.1685
H -12.6574 0.1438 10.2587
H -11.6048 -1.1979 10.9037
H -12.9695 -2.4489 9.2690
C -9.5248 -5.4097 6.6105
O -10.6685 -5.6235 7.3793
H -9.2117 -4.3281 6.6439
H -8.6294 -5.9950 6.8977
H -9.8268 -5.6583 5.5704
H -10.4084 -6.0996 8.2110
C -10.1755 -7.7101 10.6062
O -10.5961 -6.5740 9.8036
H -9.2524 -8.0984 10.0743
H -9.8756 -7.4040 11.6557
H -10.9077 -8.5278 10.6260
H -11.0349 -5.9376 10.4057
C -16.2982 -4.3851 9.6411
O -17.3053 -3.7850 10.4315
H -16.5889 -4.6454 8.6144
H -15.4036 -3.7602 9.6213
H -16.0893 -5.4473 10.0762
H -17.3201 -2.8542 10.2456
O -13.4056 -7.5249 11.3039
C -14.1066 -8.0052 10.4737
O -14.0346 -7.5555 9.1649
C -15.1268 -8.0456 8.3941
C -15.7014 -9.2237 9.1500
C -15.2549 -8.9299 10.6131
H -14.7344 -8.3790 7.4375
H -15.8751 -7.2686 8.3150
H -15.2582 -10.0822 8.6816
H -16.7868 -9.2180 9.1147
H -14.9510 -9.8398 11.1673
H -16.0863 -8.5376 11.1353
```

Values from the calculation:
Net charge ... 0
SMILES string ... O=C1CCCO1.CO.CO.CO.CO.CO.CO.CO.CO.CO
Energy relative to the best compared isomer or geometry (same formula, charge and spin) ... 2.5 kcal per mole
DFT total energy ... -1347.997989 hartree
LUMO energy ... 0.676 eV
HOMO level ... -9.824 eV

Results of the Mulliken charge analysis, in e, for atoms 1 through 5:
1. C -0.4478
2. O -0.5197
3. H 0.0753
4. H 0.3003
5. H 0.2483

***

Q: What is the formula in the second record?
A: C13H42N2O8

***

Q: Which formula does entry 1 have?
A: C13H42LiO22P

***

Copy entry 3 word for word.
Density functional theory data (ωB97M-V with the def2-TZVPD basis set) for a 10-piece molecular cluster, C13H42O11 overall at a distorted geometry.

XYZ file:
```
66
Properties=species:S:1:pos:R:3
C -18.7354 -6.6283 12.2009
O -18.9570 -6.0862 10.9007
H -17.7319 -7.1321 12.2656
H -18.7744 -5.8979 12.9805
H -19.4785 -7.3955 12.3209
H -18.5253 -5.2629 10.7003
C -12.2916 -4.6101 12.6306
O -12.0343 -4.1728 11.2408
H -12.1435 -5.6740 12.6979
H -11.6578 -4.0509 13.2817
H -13.2424 -4.2716 12.9676
H -12.6502 -3.4933 10.9790
C -16.4242 -0.3812 8.8393
O -15.9422 -1.4097 9.6751
H -15.6925 0.1877 8.2340
H -17.1186 -0.9032 8.1517
H -16.9260 0.4486 9.4431
H -14.9845 -1.3932 9.8360
C -13.4205 -3.9423 7.2443
O -12.3427 -3.1934 7.8961
H -14.3624 -3.4352 7.4196
H -13.2080 -3.8834 6.1506
H -13.4661 -4.9649 7.6640
H -11.5772 -3.8203 8.0713
C -11.7890 -0.2353 5.7870
O -12.5552 -0.0795 6.9302
H -11.8604 0.6876 5.2152
H -10.6592 -0.3877 5.8800
H -12.2039 -0.9953 5.1444
H -12.5912 -0.9279 7.4149
C -12.2523 -0.7954 10.0975
O -13.2441 -1.7571 9.9156
H -11.5987 -0.6389 9.1685
H -12.6574 0.1438 10.2587
H -11.6048 -1.1979 10.9037
H -12.9695 -2.4489 9.2690
C -9.5248 -5.4097 6.6105
O -10.6685 -5.6235 7.3793
H -9.2117 -4.3281 6.6439
H -8.6294 -5.9950 6.8977
H -9.8268 -5.6583 5.5704
H -10.4084 -6.0996 8.2110
C -10.1755 -7.7101 10.6062
O -10.5961 -6.5740 9.8036
H -9.2524 -8.0984 10.0743
H -9.8756 -7.4040 11.6557
H -10.9077 -8.5278 10.6260
H -11.0349 -5.9376 10.4057
C -16.2982 -4.3851 9.6411
O -17.3053 -3.7850 10.4315
H -16.5889 -4.6454 8.6144
H -15.4036 -3.7602 9.6213
H -16.0893 -5.4473 10.0762
H -17.3201 -2.8542 10.2456
O -13.4056 -7.5249 11.3039
C -14.1066 -8.0052 10.4737
O -14.0346 -7.5555 9.1649
C -15.1268 -8.0456 8.3941
C -15.7014 -9.2237 9.1500
C -15.2549 -8.9299 10.6131
H -14.7344 -8.3790 7.4375
H -15.8751 -7.2686 8.3150
H -15.2582 -10.0822 8.6816
H -16.7868 -9.2180 9.1147
H -14.9510 -9.8398 11.1673
H -16.0863 -8.5376 11.1353
```

Values from the calculation:
Net charge ... 0
SMILES string ... O=C1CCCO1.CO.CO.CO.CO.CO.CO.CO.CO.CO
Energy relative to the best compared isomer or geometry (same formula, charge and spin) ... 2.5 kcal per mole
DFT total energy ... -1347.997989 hartree
LUMO energy ... 0.676 eV
HOMO level ... -9.824 eV

Results of the Mulliken charge analysis, in e, for atoms 1 through 5:
1. C -0.4478
2. O -0.5197
3. H 0.0753
4. H 0.3003
5. H 0.2483